Entry 1:
{
  "formula": "C4H12P2",
  "method": "ωB97M-V/def2-TZVPD",
  "spin_multiplicity": 1,
  "elements": ["C", "C", "C", "C", "P", "P", "H", "H", "H", "H", "H", "H", "H", "H", "H", "H", "H", "H"],
  "positions_angstrom": [[2.38595, -0.96082, 0.22521], [1.32321, 1.59623, -0.25243], [-2.15322, -0.41194, -0.86993], [-0.29423, -0.60690, 0.14884], [-3.43412, 0.23541, 0.21207], [1.12937, -0.13725, -0.87717], [2.17022, -0.77447, 1.27664], [3.38111, -0.59220, -0.01186], [2.36246, -2.03356, 0.03910], [2.20108, 2.05044, -0.70691], [1.42210, 1.61954, 0.83244], [0.44739, 2.16804, -0.55316], [-2.33888, -1.42529, -1.20489], [-1.91127, 0.24672, -1.69597], [-0.46874, 0.00988, 1.02214], [-0.32878, -1.66748, 0.36001], [-2.70127, 1.28768, 0.75913], [-3.19240, -0.60402, 1.29673]],
  "mulliken_charge": [-1.069, -1.049, -0.644, -0.846, -0.062, 0.120, 0.324, 0.355, 0.343, 0.356, 0.317, 0.305, 0.363, 0.340, 0.394, 0.428, 0.007, 0.017]
}

***

Entry 2:
{
  "formula": "C36H28MnOP2S4Sb",
  "method": "ωB97M-V/def2-TZVPD",
  "charge": 1,
  "spin_multiplicity": 6,
  "elements": ["Mn", "O", "S", "C", "C", "C", "C", "C", "C", "P", "C", "C", "C", "C", "C", "C", "C", "C", "C", "C", "C", "C", "C", "C", "C", "C", "C", "C", "P", "C", "C", "C", "C", "C", "C", "C", "C", "C", "C", "C", "C", "H", "H", "H", "H", "H", "H", "H", "H", "H", "H", "H", "H", "H", "H", "H", "H", "H", "H", "H", "H", "H", "H", "H", "H", "H", "H", "H", "H", "S", "Sb", "S", "S"],
  "positions_angstrom": [[1.64572, -0.99298, -1.07371], [-0.13512, -4.18913, -0.73197], [-0.23935, -2.71345, -0.72825], [-1.06228, -2.19934, 0.77877], [-2.28718, -2.77140, 1.10536], [-2.90997, -2.40033, 2.28153], [-2.31320, -1.46503, 3.12377], [-1.07747, -0.92467, 2.81299], [-0.43209, -1.28773, 1.63246], [1.27348, -0.78134, 1.23375], [1.60463, 0.98679, 1.43900], [1.31340, 1.79485, 2.53466], [1.65523, 3.13836, 2.50831], [2.29864, 3.68350, 1.40259], [2.60350, 2.89074, 0.30439], [2.25077, 1.55285, 0.33290], [2.23226, -1.70318, 2.45251], [2.31833, -3.08792, 2.29178], [3.01177, -3.84505, 3.21869], [3.62309, -3.22677, 4.30436], [3.54530, -1.85240, 4.46034], [2.85175, -1.08443, 3.53218], [-1.45585, -2.20894, -1.92937], [-2.26524, -3.18785, -2.47314], [-3.14032, -2.83568, -3.49384], [-3.16282, -1.53526, -3.97483], [-2.32936, -0.56337, -3.42961], [-1.47149, -0.88783, -2.38939], [-0.39984, 0.32806, -1.54952], [-1.53406, 1.06629, -0.32173], [-1.14009, 2.23176, 0.33792], [-1.96666, 2.81568, 1.28470], [-3.19778, 2.24446, 1.58136], [-3.60497, 1.09874, 0.91396], [-2.77841, 0.51113, -0.03558], [-0.09205, 1.73260, -2.66429], [1.16464, 1.93399, -3.22962], [1.40790, 3.04615, -4.02377], [0.39826, 3.96976, -4.25147], [-0.86026, 3.77542, -3.69475], [-1.10394, 2.66648, -2.90034], [-2.73912, -3.50181, 0.44491], [-3.85979, -2.84357, 2.55108], [-2.81225, -1.16843, 4.03704], [-0.60721, -0.23405, 3.50106], [0.80933, 1.39295, 3.40424], [1.42029, 3.76523, 3.35861], [2.56427, 4.73285, 1.39777], [3.10963, 3.30701, -0.55651], [2.46563, 0.89811, -0.51266], [1.84964, -3.57739, 1.44440], [3.08571, -4.91657, 3.09027], [4.17004, -3.82089, 5.02454], [4.03049, -1.37187, 5.29939], [2.81377, -0.00924, 3.64753], [-2.18222, -4.20932, -2.12146], [-3.78572, -3.58734, -3.92952], [-3.82321, -1.27333, -4.79071], [-2.33342, 0.44077, -3.83399], [-0.19417, 2.70139, 0.09551], [-1.65198, 3.72482, 1.78162], [-3.84501, 2.70106, 2.31932], [-4.57197, 0.66002, 1.12473], [-3.12304, -0.37001, -0.56212], [1.96106, 1.21960, -3.06693], [2.38699, 3.18478, -4.46446], [0.59214, 4.84678, -4.85552], [-1.65144, 4.49194, -3.87376], [-2.08210, 2.53539, -2.45398], [4.63025, -0.03673, -3.72422], [3.86019, -2.17589, -2.92435], [1.54791, -1.56928, -3.27253], [3.72649, -1.66051, -0.55237]],
  "mulliken_spin": [3.989, 0.015, 0.066, 0.019, -0.004, 0.001, 0.000, -0.002, -0.005, -0.131, -0.019, -0.003, -0.001, 0.002, 0.004, 0.037, 0.003, 0.001, 0.002, -0.003, 0.003, -0.004, 0.025, -0.002, -0.001, 0.004, 0.005, 0.002, -0.069, -0.008, -0.002, 0.001, -0.002, 0.001, -0.006, -0.022, 0.028, 0.008, 0.000, 0.001, 0.000, 0.000, 0.000, 0.000, 0.000, 0.000, 0.000, 0.001, 0.000, 0.031, 0.001, 0.000, 0.000, 0.000, -0.001, -0.001, 0.000, 0.000, 0.000, 0.000, 0.000, 0.000, 0.000, -0.002, -0.014, 0.000, 0.000, 0.000, 0.001, 0.969, 0.007, 0.098, -0.019]
}

***

Taking the records one at a time from the top gives E_tot values of -22917.798, -139606.431 eV.
Taking the records one at a time from the top gives relative energy (zero: lowest compared OMol25 entry of this formula, charge and spin) values of 44.3, 26.4 kcal/mol.